{"formula": "C34H45GeN3O8PS4SeV", "method": "the ωB97M-V functional and the def2-TZVPD basis", "symbols": ["V", "C", "C", "N", "N", "C", "S", "S", "C", "C", "C", "C", "C", "C", "C", "C", "C", "C", "C", "C", "C", "O", "H", "H", "H", "H", "H", "H", "H", "H", "H", "H", "H", "H", "H", "H", "O", "C", "C", "C", "N", "C", "C", "C", "O", "O", "C", "O", "O", "H", "H", "H", "C", "C", "C", "O", "P", "S", "S", "O", "C", "C", "C", "H", "H", "H", "H", "H", "H", "H", "H", "H", "H", "H", "H", "H", "H", "C", "Ge", "C", "C", "C", "Se", "C", "H", "H", "H", "H", "H", "H", "H", "H", "H", "H", "H", "H", "H", "H"], "coordinates": [[-0.527, 1.383, 0.676], [0.857, 4.869, -1.667], [0.726, 3.461, -1.160], [-0.218, 3.179, -0.297], [-1.098, 4.250, -0.103], [-2.015, 4.048, 0.769], [-2.227, 2.657, 1.765], [-3.199, 5.329, 1.021], [-2.713, 6.515, -0.243], [-1.419, 7.270, -0.045], [-0.995, 8.108, -1.075], [0.198, 8.806, -0.982], [0.991, 8.675, 0.151], [0.573, 7.847, 1.182], [-0.624, 7.150, 1.085], [1.630, 2.440, -1.668], [2.355, 2.673, -2.855], [3.169, 1.712, -3.401], [3.302, 0.475, -2.759], [2.618, 0.217, -1.598], [1.764, 1.184, -1.047], [1.128, 0.871, 0.061], [0.675, 5.570, -0.856], [0.098, 5.068, -2.427], [1.842, 5.042, -2.085], [-3.550, 7.217, -0.285], [-2.678, 5.988, -1.197], [-1.605, 8.200, -1.968], [0.512, 9.447, -1.796], [1.929, 9.210, 0.226], [1.187, 7.730, 2.066], [-0.930, 6.488, 1.887], [2.244, 3.613, -3.374], [3.692, 1.907, -4.328], [3.936, -0.293, -3.184], [2.681, -0.736, -1.092], [-2.878, -3.522, 3.461], [-2.351, -2.469, 2.801], [-2.701, -2.175, 1.484], [-2.084, -1.091, 0.904], [-1.205, -0.365, 1.567], [-0.882, -0.610, 2.830], [-1.454, -1.661, 3.507], [0.060, 0.457, 3.352], [0.490, 0.471, 4.481], [0.310, 1.328, 2.413], [-2.428, -0.421, -0.401], [-3.363, -0.669, -1.093], [-1.588, 0.628, -0.582], [-3.436, -4.033, 2.863], [-3.411, -2.761, 0.914], [-1.201, -1.863, 4.538], [1.560, -6.791, -2.291], [0.807, -6.138, -1.144], [1.438, -6.443, 0.200], [0.785, -4.710, -1.284], [-0.297, -3.973, -2.271], [-1.979, -4.977, -2.296], [-0.297, -2.061, -1.774], [0.378, -4.196, -3.733], [1.498, -3.521, -4.332], [2.667, -3.288, -3.383], [1.054, -2.236, -5.014], [1.562, -7.876, -2.167], [2.596, -6.443, -2.309], [1.090, -6.547, -3.243], [-0.228, -6.487, -1.148], [2.477, -6.101, 0.229], [1.425, -7.519, 0.386], [0.885, -5.942, 0.994], [1.821, -4.228, -5.104], [2.385, -2.573, -2.610], [3.515, -2.892, -3.948], [2.971, -4.215, -2.899], [0.749, -1.503, -4.270], [0.210, -2.435, -5.674], [1.875, -1.826, -5.608], [1.587, -2.458, 5.953], [2.225, -3.728, 4.615], [3.176, -5.192, 5.522], [0.736, -4.485, 3.600], [3.484, -2.784, 3.435], [2.593, -1.545, 2.205], [2.127, -2.874, 0.858], [0.742, -2.869, 6.511], [1.274, -1.523, 5.488], [2.385, -2.237, 6.664], [2.508, -5.707, 6.215], [4.025, -4.810, 6.091], [3.544, -5.922, 4.801], [-0.060, -4.804, 4.274], [1.063, -5.349, 3.021], [0.329, -3.744, 2.910], [4.105, -3.454, 2.840], [4.158, -2.184, 4.049], [2.160, -3.852, 1.328], [2.832, -2.852, 0.028], [1.134, -2.692, 0.453]], "mulliken_charge": [0.039, -1.126, 1.013, 0.270, -0.561, 0.677, -0.507, -0.148, -1.038, 0.710, -0.436, -0.531, -0.449, -0.625, -0.257, 0.236, -0.932, -1.152, -0.339, -0.098, 0.707, -0.348, -0.101, 0.301, 0.527, 0.516, 0.343, 0.395, 0.370, 0.381, 0.387, 0.370, 0.400, 0.364, 0.448, 0.192, -0.568, 1.044, -0.788, 0.371, 0.490, 0.433, -0.603, 0.276, -0.742, -0.337, 0.233, -0.664, -0.552, 0.298, 0.466, 0.595, -1.501, 0.452, -1.234, -0.150, 0.503, -0.597, -0.301, -0.478, 0.431, -0.474, -1.223, 0.463, 0.281, 0.270, 0.388, 0.319, 0.475, 0.043, 0.271, -0.324, 0.618, -0.015, 0.112, 0.325, 0.435, -1.007, 0.492, -1.243, -0.741, -1.047, -0.097, -0.403, 0.343, 0.215, 0.413, 0.372, 0.358, 0.354, 0.516, 0.262, -0.147, 0.417, 0.532, -0.037, 0.616, -0.206], "largest_force_ha_per_bohr": 0.0083, "orbital_gap_ev": [5.6, 6.0], "spin_multiplicity": 2, "energy_ha": -9445.5881, "total_charge": -1, "s2": 0.7609}

{"formula": "C34H45IN9O4ReS2", "method": "the ωB97M-V functional and the def2-TZVPD basis", "symbols": ["Re", "N", "C", "O", "C", "C", "H", "H", "H", "H", "H", "H", "I", "C", "C", "C", "C", "C", "C", "C", "O", "O", "H", "H", "H", "H", "C", "N", "C", "N", "S", "H", "H", "H", "H", "H", "H", "C", "N", "C", "C", "C", "N", "C", "O", "N", "H", "H", "H", "H", "H", "H", "H", "C", "N", "C", "C", "S", "N", "C", "C", "H", "H", "H", "H", "H", "H", "H", "H", "H", "H", "H", "H", "C", "C", "C", "C", "C", "C", "N", "C", "C", "C", "C", "C", "C", "H", "H", "H", "H", "H", "H", "H", "H", "H", "H"], "coordinates": [[0.322, -0.298, 0.121], [-2.984, -0.432, 3.205], [-1.692, -0.084, 3.075], [-0.790, -0.741, 3.600], [-1.441, 1.157, 2.265], [-0.068, 1.246, 1.605], [-3.212, -1.272, 3.709], [-3.686, 0.000, 2.628], [-1.615, 2.009, 2.938], [-2.216, 1.202, 1.506], [0.729, 1.312, 2.345], [-0.040, 2.207, 1.091], [-4.291, -0.340, -7.054], [-3.779, -0.093, -5.048], [-4.778, 0.084, -4.100], [-4.430, 0.252, -2.769], [-3.095, 0.228, -2.381], [-2.105, 0.049, -3.341], [-2.442, -0.105, -4.677], [-2.744, 0.409, -0.931], [-3.591, 0.832, -0.148], [-1.538, 0.067, -0.641], [-5.817, 0.094, -4.398], [-5.190, 0.400, -2.013], [-1.065, 0.052, -3.038], [-1.671, -0.228, -5.426], [1.668, -1.366, -4.208], [1.438, -0.754, -2.915], [0.767, -1.284, -1.914], [0.229, -2.483, -2.168], [1.092, 1.709, -1.198], [2.401, -0.773, -4.748], [0.753, -1.410, -4.805], [2.069, -2.377, -4.101], [1.846, 0.152, -2.738], [0.278, -2.922, -3.075], [-0.311, -2.961, -1.468], [5.816, -0.305, -0.516], [4.770, -0.420, 0.496], [5.063, -0.707, 1.785], [4.090, -0.770, 2.703], [2.737, -0.550, 2.280], [2.415, -0.373, 0.976], [3.456, -0.233, 0.070], [3.285, 0.039, -1.106], [1.825, -0.524, 3.233], [6.781, -0.348, -0.017], [5.716, 0.638, -1.046], [5.738, -1.116, -1.238], [6.107, -0.866, 2.019], [4.303, -0.985, 3.738], [2.122, -0.761, 4.165], [0.809, -0.478, 3.105], [1.040, 5.248, 1.225], [0.807, 4.709, -0.111], [1.989, 4.625, -0.960], [-0.391, 4.238, -0.475], [-0.578, 2.876, -1.534], [-1.498, 4.854, -0.056], [-1.507, 6.289, 0.224], [-2.821, 4.227, -0.106], [1.939, 4.777, 1.624], [0.206, 5.000, 1.877], [1.188, 6.330, 1.214], [2.476, 5.601, -0.950], [1.698, 4.384, -1.979], [2.682, 3.864, -0.602], [-0.637, 6.763, -0.222], [-1.524, 6.494, 1.295], [-2.404, 6.713, -0.224], [-2.757, 3.163, 0.095], [-3.290, 4.382, -1.079], [-3.438, 4.694, 0.660], [-3.807, -4.304, 0.726], [-2.884, -4.497, 1.742], [-1.689, -3.798, 1.766], [-1.377, -2.852, 0.782], [-2.299, -2.704, -0.258], [-3.493, -3.411, -0.283], [-0.139, -2.089, 0.842], [0.935, -2.902, 1.383], [1.007, -3.186, 2.744], [2.032, -3.976, 3.243], [3.012, -4.478, 2.398], [2.951, -4.188, 1.044], [1.915, -3.414, 0.538], [-4.739, -4.853, 0.713], [-3.085, -5.209, 2.532], [-1.010, -4.006, 2.577], [-2.084, -2.053, -1.080], [-4.170, -3.255, -1.113], [0.265, -2.765, 3.410], [2.064, -4.197, 4.303], [3.809, -5.095, 2.790], [3.705, -4.575, 0.370], [1.870, -3.203, -0.519]], "mulliken_charge": [0.946, -0.300, -0.173, -0.782, 0.396, -1.180, 0.287, 0.209, 0.812, -0.606, 0.759, -0.062, 0.093, -0.261, -0.627, -0.883, 0.354, 1.050, -0.815, -0.501, -0.749, 0.904, 0.410, 0.480, 0.013, 0.422, -1.294, 0.588, -0.797, 0.270, -0.333, 0.382, 0.278, 0.410, 0.281, 0.284, 0.111, -0.948, 0.290, -0.234, -1.395, 0.876, -0.032, -0.409, -0.499, 0.254, 0.340, 0.294, 0.293, 0.374, 0.483, 0.314, -0.225, -1.261, 0.473, -1.233, 0.182, -0.082, 0.179, -1.229, -1.175, 0.372, 0.377, 0.363, 0.369, 0.431, 0.340, 0.415, 0.342, 0.458, 0.409, 0.338, 0.443, -0.776, -0.907, -0.970, 1.349, -0.256, -1.137, 1.666, 0.405, -0.049, -1.252, -0.840, -0.813, -0.332, 0.422, 0.444, 0.588, 0.154, 0.479, 0.439, 0.463, 0.441, 0.507, 0.310], "largest_force_ha_per_bohr": 0.0140, "orbital_gap_ev": [7.2, 7.1], "spin_multiplicity": 2, "energy_ha": -3288.6201, "total_charge": 1, "s2": 0.7635}